Record 1
Molecular formula: C2H4Br6Ca2F2O4PRb
Method: DFT, ωB97M-V with the def2-TZVPD basis set

Last column: Mulliken charge in e.
Element x y z (Å)
Rb: -2.3474 -1.9379 -1.5040  0.92
Ca: 2.6789 -3.2447 -1.1068  1.64
Ca: 0.9962 -1.7662 -3.7294  1.66
O: 3.0594 -1.6868 -2.7495  -1.02
H: 3.3530 -0.8468 -2.4007  0.26
O: 0.5479 -3.2811 -2.1105  -0.91
H: 0.3796 -4.1653 -2.4586  0.20
O: 0.3689 -0.4658 -1.8250  -0.71
P: 0.8880 -0.5059 -0.4095  0.94
O: 2.0147 -1.3811 -0.0147  -0.77
F: -0.3957 -0.9920 0.3946  -0.16
F: 1.0852 0.9215 0.1040  0.00
C: -2.9132 -0.5091 2.4430  -0.06
Br: -3.7513 -2.0189 3.3188  0.04
Br: -2.7572 1.0825 3.5598  0.06
Br: -3.8879 -0.1115 0.7850  -0.12
H: -1.9091 -0.8430 2.2382  0.07
C: 0.4841 4.2345 1.0195  -0.13
Br: 2.4078 4.2458 0.8847  -0.01
Br: -0.2915 5.7934 0.1618  0.01
Br: -0.1196 4.1234 2.8788  0.00
H: 0.1092 3.3552 0.5205  0.12

## Properties
- Electronic energy: -482836.085 eV
- LUMO level: -0.2735 Ha
- ΔE to the lowest compared entry with this formula, charge and spin: 0.563 eV
- E_HOMO: -0.5011 Eh
- Multiplicity: 1
- Frontier orbital gap: 6.19 eV
- Net charge: +2



Record 2
Molecular formula: C2H4BrClN3
Method: DFT, ωB97M-V with the def2-TZVPD basis set

Last column: natural (NBO) charge in e.
Element x y z (Å)
Cl: -0.5369 -2.3280 1.5604  0.12
N: 0.3917 -0.5956 0.8046  -0.12
C: 0.5463 -0.5456 -0.6715  -0.12
N: -0.4598 0.3252 -1.1282  -0.60
C: -0.8023 1.1737 0.3331  0.29
Br: -1.6469 2.7436 0.4391  0.37
N: -0.3590 0.4100 1.2241  -0.32
H: 1.2241 -0.5106 1.3321  0.45
H: 0.4087 -1.5033 -1.2080  0.27
H: 1.5324 -0.2352 -0.8896  0.23
H: -0.2983 1.0658 -1.7960  0.42

## Properties
- Electronic energy: -89162.118 eV
- LUMO level (alpha / beta): -0.2752 / -0.2752 Ha
- ΔE to the lowest compared entry with this formula, charge and spin: 2.363 eV
- E_HOMO (alpha / beta): -0.5461 / -0.5461 Eh
- Multiplicity: 1
- Frontier orbital gap (alpha / beta): 7.37 / 7.37 eV
- Net charge: +1



Record 3
Molecular formula: C2H4BrClN3
Method: DFT, ωB97M-V with the def2-TZVPD basis set

Last column: natural (NBO) charge in e.
Element x y z (Å)
C: -0.7024 0.4804 -0.2007  0.21
C: 1.1269 1.6779 0.0309  -0.23
N: -0.2877 1.6702 -0.2761  -0.32
N: 0.4246 -0.4080 0.1047  -0.19
N: 1.4389 0.3243 0.2326  0.09
Cl: -0.9249 -3.2104 0.0874  -0.31
Br: -2.4320 -0.0836 -0.0620  0.28
H: 1.5594 2.3231 -0.7984  0.36
H: 1.5173 2.2309 0.8964  0.33
H: 0.4427 -1.3592 -0.0568  0.46
H: -2.1629 -3.6457 0.0419  0.33

## Properties
- Electronic energy: -89164.096 eV
- LUMO level: -0.2513 Ha
- ΔE to the lowest compared entry with this formula, charge and spin: 0.384 eV
- E_HOMO: -0.5583 Eh
- Multiplicity: 1
- Frontier orbital gap: 8.36 eV
- Net charge: +1



Record 4
Molecular formula: C2H4BrFO3
Method: DFT, ωB97M-V with the def2-TZVPD basis set

Last column: natural (NBO) charge in e.
Element x y z (Å)
O: -0.9711 -0.9247 -0.6049  -0.61
C: -1.1902 -0.0089 0.0188  0.97
O: -1.3425 1.2345 -0.2954  -0.69
O: -1.1705 0.1331 1.3397  -0.70
H: -1.5403 1.4922 -1.1776  0.50
H: -0.9317 -0.9577 1.8066  0.49
F: 1.2158 0.9638 1.9668  -0.34
C: 1.6789 0.1832 0.9280  -0.02
Br: 1.2638 -1.5966 1.5909  0.00
H: 2.7374 0.1762 0.7473  0.19
H: 1.1508 0.3748 -0.2313  0.20

## Properties
- Electronic energy: -81039.229 eV
- LUMO level: 0.0181 Ha
- ΔE to the lowest compared entry with this formula, charge and spin: 2.025 eV
- E_HOMO: -0.3880 Eh
- Multiplicity: 1
- Frontier orbital gap: 11.05 eV
- Net charge: 0



Record 5
Molecular formula: C2H4BrN
Method: DFT, ωB97M-V with the def2-TZVPD basis set

Last column: natural (NBO) charge in e.
Element x y z (Å)
C: 0.9036 -0.8729 0.5488  -0.05
N: 0.8671 0.1231 -0.1939  -0.39
C: -0.3765 0.6685 -0.5628  -0.22
Br: -2.1441 0.2546 0.4407  -0.15
H: 1.8768 -1.2926 0.8275  0.20
H: -0.1160 -1.1470 0.8280  0.18
H: -0.3376 1.7524 -0.3014  0.22
H: -0.6732 0.5139 -1.5869  0.22

## Properties
- Electronic energy: -73670.271 eV
- LUMO level: 0.0285 Ha
- ΔE to the lowest compared entry with this formula, charge and spin: 0.721 eV
- E_HOMO: -0.3706 Eh
- Multiplicity: 1
- Frontier orbital gap: 10.86 eV
- Net charge: 0



Record 6
Molecular formula: C2H4BrN
Method: DFT, ωB97M-V with the def2-TZVPD basis set

Last column: natural (NBO) charge in e.
Element x y z (Å)
C: -0.9335 0.5786 0.0027  0.25
C: 1.0785 -1.0257 -0.0594  -0.52
N: -0.5663 1.6884 0.2328  -0.69
Br: -2.5258 -0.4546 -0.1689  0.03
H: 0.9898 -2.0969 -0.0262  0.17
H: 1.5824 -0.5304 0.7520  0.18
H: 1.3074 -0.7951 -1.0093  0.16
H: -0.9325 2.6359 0.2762  0.41

## Properties
- Electronic energy: -73667.013 eV
- LUMO level (alpha / beta): 0.0080 / -0.0085 Ha
- ΔE to the lowest compared entry with this formula, charge and spin: 3.980 eV
- E_HOMO (alpha / beta): -0.2915 / -0.3143 Eh
- Multiplicity: 1
- Frontier orbital gap (alpha / beta): 8.15 / 8.32 eV
- Net charge: 0



Record 7
Molecular formula: C2H4BrN
Method: DFT, ωB97M-V with the def2-TZVPD basis set

Last column: Mulliken spin population.
Element x y z (Å)
C: 0.3025 -0.2914 -1.2395  0.66
C: -0.4919 0.2800 0.9095  0.05
N: -0.6742 0.2488 -0.6346  1.01
Br: 1.2919 -0.1538 1.5017  0.08
H: 0.2539 -0.3621 -2.4004  0.10
H: 1.3022 -0.6190 -0.8587  0.10
H: -0.7499 1.2559 1.3933  0.00
H: -1.2344 -0.3584 1.3286  0.00

## Properties
- Expectation value of S²: 2.01
- Electronic energy: -73665.329 eV
- LUMO level (alpha / beta): 0.0268 / -0.1164 Ha
- ΔE to the lowest compared entry with this formula, charge and spin: 1.337 eV
- E_HOMO (alpha / beta): -0.2064 / -0.3903 Eh
- Multiplicity: 3
- Frontier orbital gap (alpha / beta): 6.35 / 7.45 eV
- Net charge: 0



Record 8
Molecular formula: C2H4BrNO2
Method: DFT, ωB97M-V with the def2-TZVPD basis set

Last column: natural (NBO) charge in e.
Element x y z (Å)
C: 2.6380 0.4285 0.5632  1.04
C: -1.0349 -1.0323 0.2053  -0.42
N: -1.2323 -0.0195 -0.8610  -0.75
O: 2.2764 0.7709 -0.4659  -0.55
O: 3.1518 0.1273 1.5435  -0.50
Br: -0.2550 0.2347 1.6485  -0.23
H: -1.8880 -1.2312 0.7956  0.15
H: -1.3796 -0.4109 -1.8808  0.42
H: -1.9507 0.7941 -0.7440  0.38
H: -0.3257 0.3383 -0.8044  0.45

## Properties
- Electronic energy: -77764.119 eV
- LUMO level: 0.0060 Ha
- ΔE to the lowest compared entry with this formula, charge and spin: 2.209 eV
- E_HOMO: -0.2877 Eh
- Multiplicity: 1
- Frontier orbital gap: 7.99 eV
- Net charge: 0



Record 9
Molecular formula: C2H4BrNOS
Method: DFT, ωB97M-V with the def2-TZVPD basis set

Last column: natural (NBO) charge in e.
Element x y z (Å)
C: -1.1049 0.7325 0.7756  -0.79
C: 0.1108 0.8572 -0.0235  0.78
O: 0.6475 1.6634 -0.6743  -0.47
N: 0.8764 -0.7452 -0.2577  -0.83
S: 1.5696 -0.7442 -1.7617  0.24
Br: -0.0431 -2.3173 0.4179  0.12
H: -1.1125 1.1136 1.8324  0.28
H: -1.7978 1.6329 0.4902  0.27
H: -1.4831 -0.3065 0.7064  0.28
H: 2.3371 -1.8864 -1.5054  0.12

## Properties
- Electronic energy: -86551.132 eV
- LUMO level: -0.0074 Ha
- ΔE to the lowest compared entry with this formula, charge and spin: 3.189 eV
- E_HOMO: -0.2978 Eh
- Multiplicity: 1
- Frontier orbital gap: 7.90 eV
- Net charge: 0



Record 10
Molecular formula: C2H4BrNS
Method: DFT, ωB97M-V with the def2-TZVPD basis set

Last column: natural (NBO) charge in e.
Element x y z (Å)
C: 1.2027 -1.1300 0.3922  0.23
C: -0.2734 0.5851 1.0352  -0.44
N: 0.3915 -0.2114 0.1053  -0.41
S: -1.1658 0.5227 -1.6644  -0.24
Br: 1.9877 -2.3919 -0.8184  0.09
H: 0.2300 0.6138 1.9353  0.21
H: -0.4222 1.6535 0.7257  0.23
H: -1.2360 0.2353 1.1875  0.22
H: -0.7145 0.1230 -2.8984  0.12

## Properties
- Electronic energy: -84502.673 eV
- LUMO level (alpha / beta): -0.0547 / -0.0567 Ha
- ΔE to the lowest compared entry with this formula, charge and spin: 3.272 eV
- E_HOMO (alpha / beta): -0.3316 / -0.3433 Eh
- Multiplicity: 1
- Frontier orbital gap (alpha / beta): 7.54 / 7.80 eV
- Net charge: 0



Record 11
Molecular formula: C2H4BrNS
Method: DFT, ωB97M-V with the def2-TZVPD basis set

Last column: natural (NBO) charge in e.
Element x y z (Å)
C: 0.1435 0.4079 -0.0090  -0.41
N: 0.3488 -0.7911 0.7767  -0.57
C: 0.0616 -0.9593 2.0729  0.10
S: 0.3398 -2.8283 2.9022  -0.37
Br: -0.4145 0.4488 3.1569  0.18
H: 1.1009 1.0194 -0.0060  0.21
H: -0.0677 0.0556 -0.9017  0.20
H: -0.6920 0.9462 0.4794  0.22
H: 0.8495 -1.4896 0.2305  0.43

## Properties
- Electronic energy: -84504.343 eV
- LUMO level (alpha / beta): -0.0035 / -0.0036 Ha
- ΔE to the lowest compared entry with this formula, charge and spin: 1.602 eV
- E_HOMO (alpha / beta): -0.2944 / -0.2944 Eh
- Multiplicity: 1
- Frontier orbital gap (alpha / beta): 7.92 / 7.91 eV
- Net charge: 0



Record 12
Molecular formula: C2H4BrOP
Method: DFT, ωB97M-V with the def2-TZVPD basis set

Last column: natural (NBO) charge in e.
Element x y z (Å)
C: -0.8646 -0.8917 -0.6103  -0.69
C: -0.4626 -0.4770 0.7802  -0.25
O: 1.9093 2.7249 0.6882  -1.01
P: 1.8150 1.5925 -0.1870  0.96
Br: 1.3697 -0.4657 1.2817  0.14
H: -1.3851 -1.7376 -0.5082  0.22
H: -0.0115 -1.0929 -1.3917  0.23
H: -1.5493 -0.1178 -1.1343  0.23
H: -0.8209 0.4653 1.0815  0.18

## Properties
- Electronic energy: -83514.010 eV
- LUMO level (alpha / beta): -0.0382 / -0.0057 Ha
- ΔE to the lowest compared entry with this formula, charge and spin: 3.546 eV
- E_HOMO (alpha / beta): -0.2583 / -0.3287 Eh
- Multiplicity: 1
- Frontier orbital gap (alpha / beta): 5.99 / 8.79 eV
- Net charge: 0



Record 13
Molecular formula: C2H4BrP
Method: DFT, ωB97M-V with the def2-TZVPD basis set

Last column: natural (NBO) charge in e.
Element x y z (Å)
Br: 2.9845 0.0268 0.0027  0.02
C: 1.0944 -0.0793 0.3092  -0.59
C: 0.0131 0.1733 -0.7127  -0.63
P: 0.1773 -1.5931 -0.0791  0.50
H: 1.0209 0.6845 1.2052  0.26
H: -0.8067 0.7883 -0.4994  0.23
H: 0.1880 0.2132 -1.7207  0.23
H: -0.5355 -1.3592 1.1517  -0.03

## Properties
- Electronic energy: -81468.316 eV
- LUMO level: 0.0332 Ha
- ΔE to the lowest compared entry with this formula, charge and spin: 1.335 eV
- E_HOMO: -0.3561 Eh
- Multiplicity: 1
- Frontier orbital gap: 10.59 eV
- Net charge: 0



Record 14
Molecular formula: C2H4BrP
Method: DFT, ωB97M-V with the def2-TZVPD basis set

Last column: Mulliken spin population.
Element x y z (Å)
C: 0.9187 0.0013 1.0756  0.30
C: 0.6003 -0.0743 -0.2249  0.05
P: -0.9730 0.7602 -0.8524  1.05
Br: -2.8356 -0.4121 -0.3499  0.54
H: 0.2497 0.5800 1.7394  -0.01
H: 1.6456 -0.4498 1.6309  0.02
H: 1.1471 -0.5721 -0.8967  0.02
H: -0.7528 0.1667 -2.1221  0.03

## Properties
- Expectation value of S²: 2.02
- Electronic energy: -81465.561 eV
- LUMO level (alpha / beta): 0.0348 / -0.1236 Ha
- ΔE to the lowest compared entry with this formula, charge and spin: 0.774 eV
- E_HOMO (alpha / beta): -0.2123 / -0.3714 Eh
- Multiplicity: 3
- Frontier orbital gap (alpha / beta): 6.72 / 6.74 eV
- Net charge: 0



no.,M (g/mol)
1,806.07
2,185.43
3,185.43
4,174.95
5,121.96
6,121.96
7,121.96
8,153.96
9,170.03
10,154.03
11,154.03
12,154.93
13,138.93
14,138.93